No. 1
46
Properties=species:S:1:pos:R:3 method="wB97M-V/def2-TZVPD" e_tot_ha=-2758.3236 relative_energy_kcal_mol=0.0 multiplicity=5 homo_lumo_gap_ev="7.438 / 5.365" lumo_ev="-12.00 / -14.29" max_force_ev_per_a=4.62 homo_energy_ev="-19.4381 / -19.6505" charge=+3
I -3.52254 -0.25590 -2.30801
I 0.61951 -2.64779 -0.82523
Ru -0.67563 -0.42323 -0.68660
P 0.20384 0.45518 -2.63512
C 1.86334 -0.17323 -3.05590
C -0.70966 0.23690 -4.19548
H -0.06247 0.46912 -5.05360
H 1.06869 2.57330 -3.43858
H -1.58336 0.89929 -4.18950
H -0.45067 2.75826 -2.48561
H 1.83608 -1.26866 -3.08211
H -1.05511 -0.79958 -4.25820
C 0.51686 2.25053 -2.54620
H 2.14841 0.21566 -4.04197
H 1.09272 2.47413 -1.63815
H 2.58100 0.15375 -2.29462
P -1.98661 -1.17364 1.07859
C -1.18398 -2.42682 2.13615
C -2.36825 0.10454 2.32500
H -4.29362 -1.12756 0.39398
H -3.99132 -2.44972 1.58414
H -3.47768 -2.62149 -0.13152
C -3.60014 -1.92098 0.70155
H -2.96596 0.88583 1.84352
H -2.92244 -0.34382 3.16090
H -1.89560 -2.75315 2.90643
H -0.29742 -1.97843 2.60011
H -1.42794 0.53529 2.69404
H -0.88269 -3.28155 1.51995
Cl -1.98108 1.81101 -0.43672
C 3.36452 -0.86573 0.24209
O 2.49932 0.27214 0.05332
P 0.98216 0.45415 0.58775
O 0.97997 -0.10298 2.12521
C 2.12277 -0.15656 3.00300
O 1.03840 2.05937 0.71342
C 0.25318 2.86574 1.61156
H 2.80098 -1.81296 0.34120
H 3.98633 -0.69283 1.13137
H 3.99764 -0.93877 -0.64947
H 2.62225 -1.13066 2.91170
H 2.82227 0.66624 2.79535
H 1.72791 -0.04787 4.01950
H -0.80496 2.86060 1.31280
H 0.35827 2.51298 2.64783
H 0.65269 3.87990 1.51212

No. 2
8
Properties=species:S:1:pos:R:3 method="wB97M-V/def2-TZVPD" e_tot_ha=-688.2384 relative_energy_kcal_mol=105.7 multiplicity=1 homo_lumo_gap_ev=9.055 lumo_ev=-2.68 max_force_ev_per_a=7.49 homo_energy_ev=-11.7341
C 0.75903 -0.50072 0.55891
O -1.47996 1.20270 0.48528
O -1.69030 -1.13276 -0.38694
F 1.72060 1.11082 -0.45694
S -0.94259 0.05020 -0.14235
H 0.92397 0.09623 1.48070
H 1.11538 -1.26183 -0.02232
H -0.40613 0.43536 -1.51635

No. 3
12
Properties=species:S:1:pos:R:3 method="wB97M-V/def2-TZVPD" e_tot_ha=-2341.9874 relative_energy_kcal_mol=103.8 multiplicity=1 homo_lumo_gap_ev="5.070 / 9.557" lumo_ev="-8.36 / -5.68" max_force_ev_per_a=6.44 homo_energy_ev="-13.4295 / -15.2356" charge=+1
C -2.36141 -0.65347 -0.22550
C -1.41879 0.42406 -0.41415
O -1.08503 0.59783 -1.81050
C 0.15023 0.94591 -2.10507
O 0.73588 1.82802 -1.39661
O 0.93117 0.11440 -2.67206
O -3.57747 -0.17066 0.34331
Ga 2.03460 0.67766 -1.33978
H -2.58523 -1.17627 -1.17197
H -0.05586 0.17965 0.10619
H -3.55387 -0.32647 1.28782
H -1.69229 1.42449 -0.03815

No. 4
13
Properties=species:S:1:pos:R:3 method="wB97M-V/def2-TZVPD" e_tot_ha=-336.7105 relative_energy_kcal_mol=149.8 multiplicity=1 homo_lumo_gap_ev=8.352 lumo_ev=0.46 max_force_ev_per_a=5.16 homo_energy_ev=-7.8886
C 1.23930 1.29278 -0.04820
C -0.18337 -1.86601 -0.13366
C -1.22809 0.77361 0.02676
N 1.86488 -1.02690 0.14677
N 2.35718 0.80051 -0.10119
N 0.13857 0.54785 0.10763
N 0.60429 -0.82916 0.11869
H 1.13239 2.43861 -0.02392
H -1.17216 -1.85703 0.31946
H 0.33921 -2.84297 -0.40239
H -1.94855 0.32994 0.84755
H -1.50441 1.88482 0.01917
H -1.63925 0.35395 -0.87665

No. 5
11
Properties=species:S:1:pos:R:3 method="wB97M-V/def2-TZVPD" e_tot_ha=-206.4253 relative_energy_kcal_mol=87.4 multiplicity=1 homo_lumo_gap_ev=9.157 lumo_ev=1.07 max_force_ev_per_a=4.38 homo_energy_ev=-8.0884
N 0.36725 -0.22271 0.21749
N 1.42394 0.70982 0.28274
H 2.05867 0.45809 1.06154
H 0.47813 -1.00216 0.88116
H 0.35441 -0.71837 -1.59952
H 1.58639 1.04245 -0.68307
C -1.00236 0.27694 0.10450
N -1.98291 -0.23176 0.75288
H -1.84353 -1.10066 1.28094
H -1.11556 1.28014 -0.29501
H -0.32442 -0.49178 -2.00365

No. 6
128
Properties=species:S:1:pos:R:3 method="wB97M-V/def2-TZVPD" e_tot_ha=-4238.3369 relative_energy_kcal_mol=0.0 multiplicity=1 homo_lumo_gap_ev=7.466 lumo_ev=-0.51 max_force_ev_per_a=0.64 homo_energy_ev=-7.9794
Bi -1.42655 0.37296 0.08969
C -3.44779 1.58123 -0.03015
C -2.72419 2.71912 -0.65730
C -2.22779 3.49605 0.38859
C -2.75927 2.96002 1.61434
C -3.55655 1.87086 1.39120
C -4.52355 1.26443 2.39278
C -5.49596 2.38313 2.80701
C -3.82887 0.76497 3.66415
C -5.33506 0.13556 1.75646
C -1.23449 4.65896 0.44697
C -1.64703 5.88007 -0.38484
C 0.15077 4.14461 0.03463
C -1.09267 5.17318 1.88733
C -2.84068 2.96541 -2.17085
C -3.38314 1.74026 -2.91714
C -3.88433 4.08065 -2.37007
C -1.52181 3.32082 -2.87486
H -4.20008 1.03040 -0.57635
H -2.58626 3.39054 2.58740
H -4.98206 3.16288 3.37034
H -6.28735 1.97172 3.43722
H -5.95630 2.84590 1.93226
H -3.18249 1.54252 4.07510
H -3.22384 -0.11652 3.47461
H -4.57602 0.51525 4.42079
H -5.98263 0.51560 0.96368
H -5.96897 -0.33912 2.50774
H -4.69131 -0.63307 1.33108
H -1.70368 5.69236 -1.45196
H -0.91756 6.67892 -0.23256
H -2.62024 6.24996 -0.05626
H 0.14400 3.69990 -0.95678
H 0.48938 3.38240 0.74326
H 0.87980 4.96040 0.04554
H -2.03724 5.56187 2.27254
H -0.36602 5.98783 1.90142
H -0.72975 4.39688 2.56042
H -4.38941 1.46126 -2.60463
H -2.74197 0.86724 -2.81025
H -3.42810 1.97546 -3.98232
H -4.82420 3.80555 -1.88696
H -4.07921 4.22321 -3.43556
H -3.56021 5.02861 -1.94888
H -0.82033 2.48492 -2.83109
H -1.01870 4.18677 -2.46177
H -1.71373 3.52664 -3.92931
S -1.95207 -1.60677 1.61697
C -3.00937 -2.54412 0.58022
C -3.88537 -3.44550 1.18095
C -4.74240 -4.22745 0.42172
C -5.64233 -5.13035 1.08158
N -6.36744 -5.84025 1.61974
C -4.72890 -4.11187 -0.97361
C -3.85154 -3.22267 -1.57638
C -2.98563 -2.44037 -0.81767
S -1.85922 -1.40119 -1.68264
C -5.61882 -4.88689 -1.79046
N -6.33644 -5.49458 -2.45022
H -3.90328 -3.53292 2.25854
H -3.84234 -3.13820 -2.65426
O 4.20631 -0.46762 0.06654
C 4.64278 -0.38652 1.37068
C 5.88082 -0.89230 1.75451
C 6.24208 -0.88613 3.09089
C 5.35594 -0.41080 4.05191
C 4.09862 0.01300 3.66125
C 3.72057 0.03508 2.31979
P 1.97084 0.28705 1.81076
C 1.38539 -1.34643 2.39347
C 1.37688 -2.33679 1.41155
C 1.02306 -3.64012 1.72387
C 0.65431 -3.96107 3.02164
C 0.65737 -2.98054 4.00519
C 1.03178 -1.68186 3.69698
C 1.38286 1.46141 3.08429
C 2.17673 2.54649 3.46033
C 1.70209 3.50204 4.34452
C 0.42134 3.39346 4.86898
C -0.38802 2.33641 4.48167
C 0.08540 1.38241 3.59079
C 4.90744 0.01847 -1.00193
C 6.17873 0.57408 -0.91480
C 6.84434 0.93970 -2.07380
C 6.26020 0.74987 -3.32068
C 4.97427 0.24232 -3.38563
C 4.26645 -0.10773 -2.23765
P 2.47627 -0.54071 -2.32359
C 2.03501 0.68030 -3.62323
C 1.83843 0.41673 -4.97415
C 1.59591 1.45351 -5.86529
C 1.57453 2.76700 -5.42242
C 1.77997 3.04102 -4.07910
C 1.99140 2.00444 -3.18694
C 2.49718 -2.11912 -3.24234
C 1.33283 -2.56464 -3.86736
C 1.28129 -3.81325 -4.46419
C 2.39075 -4.64701 -4.43136
C 3.54752 -4.22262 -3.79516
C 3.60156 -2.96743 -3.20621
H 6.53930 -1.31821 1.01177
H 7.20694 -1.27860 3.38332
H 5.63045 -0.40646 5.09803
H 3.38406 0.32887 4.41289
H 1.63641 -2.07765 0.38941
H 1.01660 -4.39742 0.95077
H 0.36196 -4.97359 3.26830
H 0.37080 -3.22945 5.01897
H 1.03343 -0.92941 4.47618
H 3.18164 2.63911 3.06471
H 2.33661 4.33148 4.62934
H 0.05453 4.13254 5.56909
H -1.39089 2.24630 4.87749
H -0.56377 0.55773 3.31376
H 6.65296 0.73342 0.04068
H 7.83341 1.37143 -1.99419
H 6.78838 1.01766 -4.22509
H 4.48853 0.14151 -4.34878
H 1.88115 -0.60090 -5.34222
H 1.44064 1.23234 -6.91376
H 1.39678 3.57376 -6.12077
H 1.76031 4.06313 -3.72302
H 2.14405 2.22245 -2.13433
H 0.45131 -1.93264 -3.88288
H 0.37003 -4.13817 -4.94996
H 2.35067 -5.62404 -4.89432
H 4.41535 -4.86869 -3.75939
H 4.51399 -2.64502 -2.71925

No. 7
22
Properties=species:S:1:pos:R:3 method="wB97M-V/def2-TZVPD" e_tot_ha=-421.3542 relative_energy_kcal_mol=129.3 multiplicity=1 homo_lumo_gap_ev=8.968 lumo_ev=0.29 max_force_ev_per_a=6.15 smiles="[H]/N=C/N=C=C1CCCCC1" homo_energy_ev=-8.6757
H -1.89210 2.73947 -0.29279
N -1.97832 1.76695 0.18371
C -3.01998 0.95206 -0.31974
N -3.31323 -0.42136 0.00340
C -2.20470 -0.89019 0.21706
C -0.91297 -0.97941 0.23832
C -0.22266 -0.53588 1.36556
C 0.75458 0.50400 0.90301
C 1.67582 -0.08862 -0.14732
C 0.70098 -0.46242 -1.28699
C -0.24756 -1.61812 -0.91360
H -4.18095 1.26319 -0.75582
H 0.39645 -1.15480 1.95603
H -0.96391 -0.13995 1.95139
H 1.25831 0.87243 1.78667
H 0.04463 1.23894 0.60447
H 2.31281 0.59323 -0.61893
H 2.04238 -1.03190 0.18000
H 0.02778 0.43323 -1.48682
H 1.42762 -0.64269 -2.21210
H -0.99326 -1.70269 -1.70143
H 0.28497 -2.55079 -0.79153